i.
C5H13NO | wB97M-V/def2-TZVPD

SMILES: C=CCCCN.O
HOMO level: -0.33190 Ha

XYZ file:
```
20
C5H13NO | the OMol25 dataset | wB97M-V/def2-TZVPD
C 1.09052 -0.63887 -2.65259
C 0.43140 0.30562 -2.09231
C 0.85358 1.18854 -0.97879
C 0.82645 0.57813 0.47201
C -0.48494 -0.30198 0.45828
N -1.64420 0.59440 0.51998
H 0.86049 -1.12096 -3.67295
H 1.97456 -0.97632 -2.18009
H -0.66720 0.52789 -2.36728
H 1.86340 1.36192 -1.55855
H 0.19054 2.07754 -1.03288
H 0.59342 1.30050 1.22007
H 1.79081 0.10278 0.66565
H -0.53286 -1.12838 1.13651
H -0.39863 -0.91797 -0.43345
H -1.93539 0.81301 -0.48729
H -2.46276 0.16506 0.90475
O -0.80923 -1.46515 3.70258
H -1.60638 -1.26797 4.23011
H 0.06638 -1.19780 4.14624
```

---

ii.
C5H13NO | wB97M-V/def2-TZVPD

SMILES: C=NCCCC.O
HOMO level: -0.34695 Ha

XYZ file:
```
20
C5H13NO | the OMol25 dataset | wB97M-V/def2-TZVPD
C -1.34539 -1.61111 -1.66872
N -1.07046 -0.44927 -1.27995
C -1.46071 -0.00534 0.03148
C -0.33927 -0.27424 1.05484
C 0.91829 0.59432 0.84479
C 0.69451 1.97527 1.42992
H -0.98304 -1.89721 -2.65595
H -1.92741 -2.34058 -1.09355
H -1.92324 0.96747 0.00435
H -2.34915 -0.51843 0.45325
H -0.08872 -1.33618 0.99846
H -0.77420 -0.13248 2.04575
H 1.32661 0.45539 -0.16411
H 1.74113 0.07348 1.35750
H 1.39317 2.70691 1.01986
H -0.30328 2.35925 1.22806
H 0.79835 1.93028 2.51230
O 2.06200 -0.67853 -1.70169
H 1.95009 -0.26717 -2.56751
H 1.68072 -1.55185 -1.84905
```

---

iii.
C5H13NO | wB97M-V/def2-TZVPD

SMILES: C[C@H]1CCCN1.O
HOMO level: -0.29805 Ha

XYZ file:
```
20
C5H13NO | the OMol25 dataset | wB97M-V/def2-TZVPD
C -2.24602 -0.20323 -0.13694
C -1.01159 -1.09654 -0.26475
C -0.32251 -0.96906 -1.63572
C 0.76147 0.07909 -1.41864
C 1.24213 -0.27811 -0.00612
N 0.04160 -0.73562 0.65054
H -2.90641 -0.30000 -0.99424
H -2.73243 -0.38702 0.81803
H -1.95958 0.85918 -0.17264
H -1.34683 -2.13791 -0.18702
H -1.04070 -0.74891 -2.43100
H 0.13619 -1.92456 -1.90104
H 0.30031 1.07408 -1.39558
H 1.62300 0.05214 -2.08640
H 2.01057 -1.04279 -0.09412
H 1.70998 0.53900 0.55247
H 0.15777 -1.10640 1.57588
O 1.79145 2.43379 3.22893
H 2.17543 3.25012 3.59291
H 1.61617 2.64275 2.30543
```

---

Most stable: iii (next structure +91.1 kJ/mol)

---

i.
C5H13NO | wB97M-V/def2-TZVPD

SMILES: C/C=C(\C)NC.O
HOMO level: -0.30774 Ha

XYZ file:
```
20
C5H13NO | the OMol25 dataset | wB97M-V/def2-TZVPD
C -2.22169 -0.93321 0.76603
C -0.68769 -0.73843 0.71046
C 0.11072 0.27944 0.36190
C -0.39733 1.53755 -0.36789
N 1.55007 0.03805 0.26968
C 2.53658 0.38064 1.30909
H -2.72545 0.00494 0.62546
H -2.58625 -1.56530 -0.04109
H -2.33749 -1.42081 1.73605
H -0.26614 -1.64536 1.19137
H -0.23190 2.48850 0.15193
H -1.43005 1.58127 -0.56537
H 0.09991 1.63450 -1.32912
H 1.64065 -0.96619 0.04187
H 2.64005 1.48825 1.34905
H 2.16255 -0.01452 2.28805
H 3.50035 0.05434 0.92755
O -0.62748 -1.06954 -2.90665
H -0.19032 -0.21656 -2.66070
H -0.53908 -0.91755 -3.85766
```

---

ii.
C5H13NO | wB97M-V/def2-TZVPD

SMILES: C/C=C/NCC.O
HOMO level: -0.28758 Ha

XYZ file:
```
20
C5H13NO | the OMol25 dataset | wB97M-V/def2-TZVPD
C -1.51086 2.35304 0.92149
C -0.79141 1.84969 -0.29834
C 0.10005 0.86053 -0.26113
N 0.93731 0.34758 -1.23709
C 1.87797 -0.68267 -0.81801
C 1.31339 -2.06637 -0.55053
H -0.84053 2.95526 1.54601
H -2.33637 3.02215 0.67583
H -1.92352 1.58706 1.56162
H -1.02834 2.37025 -1.21970
H 0.37654 0.54354 0.74774
H 0.59048 0.22057 -2.17698
H 2.45550 -0.30053 0.02828
H 2.63973 -0.69110 -1.60498
H 1.54259 -2.38288 0.47685
H 1.82776 -2.83921 -1.10838
H 0.23771 -2.21648 -0.59751
O -1.94241 -2.00679 1.41077
H -2.43053 -1.34143 0.91031
H -1.09507 -1.58220 1.59375
```

---

Most stable: ii (next structure +42.3 kJ/mol)

---

i.
C3H4O2 | wB97M-V/def2-TZVPD

SMILES: C=CC(=O)O
HOMO level: -0.39225 Ha

XYZ file:
```
9
C3H4O2 | the OMol25 dataset | wB97M-V/def2-TZVPD
C 1.18976 -0.51770 -0.09132
C -0.12739 -0.65105 -0.02351
C -1.11939 0.47455 -0.23755
O -2.19886 0.30099 -0.72852
O -0.78865 1.58280 0.43321
H 1.68585 0.44829 -0.02547
H 1.84686 -1.36996 -0.08842
H -0.57951 -1.62730 -0.09393
H 0.09134 1.35940 0.85552
```

---

ii.
C3H4O2 | wB97M-V/def2-TZVPD

HOMO level: -0.35159 Ha

XYZ file:
```
9
C3H4O2 | the OMol25 dataset | wB97M-V/def2-TZVPD
C -0.70809 0.89233 0.27382
C -0.17299 -0.28200 0.66156
C 0.72775 -0.95875 -0.23764
H -0.31830 0.83189 -1.57706
H -1.28526 1.46920 1.01840
H -0.45161 -0.91337 1.88735
H 1.78664 -0.34540 -0.99641
O -0.57045 1.51282 -0.79630
O 0.99231 -2.20672 -0.23373
```

---

Most stable: i (next structure +329.6 kJ/mol)

---

i.
C3H4O2 | wB97M-V/def2-TZVPD

SMILES: CC#COO
HOMO level: -0.35174 Ha

XYZ file:
```
9
C3H4O2 | the OMol25 dataset | wB97M-V/def2-TZVPD
C 1.78292 -0.13391 0.03226
C 0.35788 -0.11049 0.19645
C -0.80690 -0.22894 0.57631
O -2.28125 -0.27443 0.48741
O -2.78377 0.78178 -0.28921
H 2.19091 -1.01591 0.41317
H 1.94581 -0.08892 -1.06469
H 2.26174 0.52288 0.79953
H -2.66734 0.54794 -1.15123
```

---

ii.
C3H4O2 | wB97M-V/def2-TZVPD

HOMO level: -0.34583 Ha

XYZ file:
```
9
C3H4O2 | the OMol25 dataset | wB97M-V/def2-TZVPD
O -1.40188 -1.31310 0.73740
C -0.61866 -0.51980 0.28198
C -0.53490 0.49890 -0.78133
O 0.66622 1.03935 -0.36413
C 0.80682 0.00197 0.62823
H -1.13411 1.17175 -1.41779
H -0.26588 -0.72876 -1.16583
H 1.72499 -0.56405 0.44797
H 0.75741 0.41373 1.63351
```

---

Most stable: ii (next structure +291.7 kJ/mol)

---

i.
C4H14NOS | wB97M-V/def2-TZVPD

total charge: +1
HOMO level: -0.49000 Ha

XYZ file:
```
21
C4H14NOS | the OMol25 dataset | wB97M-V/def2-TZVPD
C -2.11964 0.35150 -0.52657
C -0.93900 0.45919 0.41743
C 0.31244 1.10871 -0.23468
C 1.68070 0.84769 0.37910
S 1.85625 0.69431 2.21836
N -0.56800 -0.91290 0.93179
H -1.94025 -0.54519 -1.12177
H -3.06607 0.17990 -0.00684
H -2.32983 1.25818 -1.08305
H -1.21501 1.00846 1.31967
H 0.05316 2.16421 -0.24831
H 0.35096 0.61604 -1.21110
H 2.19980 -0.02627 -0.04067
H 2.45007 1.53750 0.01969
H 1.66173 1.99125 2.45171
H -0.10702 -1.49707 0.22384
H 0.22714 -0.71556 1.57203
H -1.22728 -1.46071 1.48333
H 1.25781 -2.98578 -1.86843
H 0.74154 -1.88869 -2.79344
O 0.72051 -2.18477 -1.88209
```

---

ii.
C4H14NOS | wB97M-V/def2-TZVPD

total charge: +1
HOMO level: -0.45546 Ha

XYZ file:
```
21
C4H14NOS | the OMol25 dataset | wB97M-V/def2-TZVPD
C -1.09938 1.28833 -0.70341
C -0.01320 0.25546 -0.45127
C 0.75030 0.32352 0.91389
C 0.48134 1.44960 1.86848
S -1.15387 1.32259 2.76649
N -0.61234 -1.11175 -0.62569
H -1.35953 1.25675 -1.76208
H -0.80248 2.28615 -0.40819
H -2.00080 1.00610 -0.14952
H 0.73518 0.42185 -1.22664
H 0.50766 -0.60567 1.44879
H 1.81415 0.25524 0.68373
H 0.36176 2.45940 1.48648
H 1.27621 1.40007 2.60645
H -1.41008 0.06393 2.42199
H -1.31867 -1.17817 0.10504
H 0.04538 -1.90410 -0.64578
H -1.01814 -1.14949 -1.56513
H 1.50507 -2.53962 -3.02826
H 1.94830 -2.96200 -1.65090
O 1.36314 -2.33820 -2.08447
```

---

iii.
C4H14NOS | wB97M-V/def2-TZVPD

total charge: +1
HOMO level: -0.47664 Ha

XYZ file:
```
21
C4H14NOS | the OMol25 dataset | wB97M-V/def2-TZVPD
C -1.00728 -1.69908 0.94707
C -0.82347 -0.33521 0.21479
C -0.07239 -0.29326 -1.09792
C 0.04324 1.15206 -1.79125
S -1.35184 2.29212 -1.46528
N -0.14385 0.60851 1.22276
H -0.20654 -1.87916 1.79042
H -2.04272 -1.85369 1.32582
H -0.93257 -2.63399 0.20306
H -1.80991 0.03810 -0.05460
H -0.86101 -0.76705 -1.71534
H 0.75885 -0.94612 -0.91238
H 0.91474 1.60768 -1.48025
H 0.24690 0.93573 -2.93267
H -1.47427 2.70925 -2.69592
H 0.76515 0.37558 1.30449
H -0.25348 1.49204 0.72675
H -0.61214 0.35827 2.20828
H 3.45217 0.13286 1.07371
H 2.83958 -1.03965 1.78953
O 2.57086 -0.25500 1.33894
```

---

iv.
C4H14NOS | wB97M-V/def2-TZVPD

total charge: +1
HOMO level: -0.45610 Ha

XYZ file:
```
21
C4H14NOS | the OMol25 dataset | wB97M-V/def2-TZVPD
C -1.20476 -0.78918 1.32947
C -1.80179 0.01113 0.19915
C -1.19036 1.54405 -0.00019
S 0.52578 1.50961 -0.84253
C 0.36700 1.57195 -2.60804
N 0.27426 -1.01049 1.00709
H -1.49181 -0.36980 2.28029
H -1.70449 -1.78045 1.19336
H -2.81767 0.19439 0.42133
H -1.70933 -0.45592 -0.73091
H -1.27725 1.96137 0.97813
H -1.86893 2.15649 -0.66845
H 1.18792 1.09188 -3.17635
H 0.34266 2.60679 -2.91970
H -0.53984 1.11621 -2.94246
H 0.48789 -1.80179 0.29567
H 0.53152 -0.11215 0.64051
H 0.81088 -1.33803 1.83946
H 1.37739 -3.91658 1.85700
H 2.84693 -3.63784 2.02615
O 2.05891 -3.35282 1.47681
```

---

Most stable: i (next structure +22.3 kJ/mol)

---

i.
C4H14NOS | wB97M-V/def2-TZVPD

total charge: +1
HOMO level: -0.45788 Ha

XYZ file:
```
21
C4H14NOS | the OMol25 dataset | wB97M-V/def2-TZVPD
C -1.16064 -0.50386 0.49806
C -0.96695 -0.63460 -1.05826
C 0.34853 -1.31737 -1.43476
S 1.84157 -0.54074 -0.60878
C 1.63544 1.16930 -0.73701
N -0.31185 -1.54225 1.27542
H -0.80104 0.48697 0.94071
H -2.25897 -0.52374 0.82726
H -1.08023 0.39027 -1.46364
H -1.89644 -1.11605 -1.40079
H 0.52672 -1.44093 -2.57468
H 0.42940 -2.32118 -1.04500
H 2.17323 1.74548 0.05931
H 0.67290 1.63126 -0.75779
H 2.23420 1.53399 -1.65581
H -0.85771 -2.42226 1.35200
H 0.49445 -1.89635 0.77513
H -0.00083 -1.15974 2.21090
H -0.39785 3.23577 0.89327
H -0.05000 2.64423 2.38587
O -0.57393 2.58179 1.51859
```

---

ii.
C4H14NOS | wB97M-V/def2-TZVPD

total charge: +1
HOMO level: -0.47589 Ha

XYZ file:
```
21
C4H14NOS | the OMol25 dataset | wB97M-V/def2-TZVPD
C -0.54613 1.96572 0.66801
C -0.80614 0.50441 0.17322
C -0.00466 0.12929 -1.08805
C -0.21565 -1.23078 -1.70199
S -1.50773 -2.30727 -0.90802
N -0.26284 -0.33524 1.35504
H 0.54694 2.16634 0.57436
H -0.94891 2.05879 1.67069
H -0.94457 2.70390 -0.03133
H -1.89234 0.43263 0.13152
H -0.45663 0.95957 -1.66946
H 1.04396 0.35229 -0.99022
H 0.64520 -1.82915 -1.66630
H -0.55515 -1.06237 -2.68330
H -2.51253 -2.05822 -1.72051
H 0.77754 -0.32365 1.38042
H -0.60738 -1.30654 1.31793
H -0.56559 0.03410 2.23601
H 3.18983 0.40741 1.27250
H 3.07369 -1.01071 0.70077
O 2.54909 -0.25054 0.97868
```

---

Most stable: ii (next structure +115.5 kJ/mol)